DFT (ωB97M-V/def2-TZVPD) results for C10H20ClO24S5Ti as an isolated structure in a non-equilibrium geometry.

```
61
Properties=species:S:1:pos:R:3
Ti 2.06 -1.36 2.13
Cl -1.98 2.94 5.25
O -3.21 2.30 4.77
O -1.91 4.30 4.76
O -2.08 2.97 6.63
O -0.89 2.16 4.83
C 8.09 6.57 2.59
C 7.19 7.23 1.63
O 6.63 6.20 0.87
S 7.59 4.83 0.83
O 8.17 4.63 -0.51
O 6.72 3.73 1.37
O 8.70 5.51 1.89
H 7.46 6.25 3.41
H 8.87 7.23 2.98
H 7.81 7.72 0.87
H 6.37 7.83 2.03
C -6.72 -4.25 -1.76
C -7.19 -2.80 -2.04
O -6.02 -2.04 -2.41
S -4.62 -2.78 -1.88
O -3.84 -2.06 -0.88
O -3.90 -3.36 -3.01
O -5.53 -3.96 -1.13
H -6.65 -4.75 -2.72
H -7.31 -4.78 -1.01
H -7.76 -2.36 -1.22
H -7.82 -2.87 -2.93
C -4.91 -4.51 6.58
C -5.53 -4.74 5.23
O -4.84 -5.72 4.54
S -3.29 -5.68 5.05
O -2.50 -4.86 4.18
O -2.68 -7.01 5.24
O -3.57 -4.84 6.43
H -5.25 -5.30 7.25
H -5.02 -3.49 6.95
H -5.46 -3.72 4.85
H -6.57 -5.05 5.34
C 5.25 -2.96 -5.48
C 6.00 -2.02 -4.56
O 6.01 -2.83 -3.28
S 5.14 -4.26 -3.38
O 4.27 -4.36 -2.18
O 5.98 -5.40 -3.81
O 4.33 -3.61 -4.62
H 5.83 -3.67 -6.06
H 4.79 -2.24 -6.17
H 5.52 -1.04 -4.58
H 7.05 -1.82 -4.76
C -2.50 4.59 -2.90
C -2.51 3.78 -4.28
O -1.45 2.88 -4.19
S -0.23 3.60 -3.22
O 0.40 4.71 -3.97
O 0.55 2.58 -2.56
O -1.43 4.08 -2.19
H -3.41 4.50 -2.30
H -2.40 5.67 -3.04
H -2.34 4.51 -5.07
H -3.45 3.23 -4.38
```

## Properties
**Spin multiplicity**: 4
**Energy**: -149624.8812 eV
**HOMO-LUMO gap (spin up / spin down)**: 3.485 / 4.835 eV
**Relative energy (zero: lowest compared OMol25 entry of this formula, charge and spin)**: 191.0 kcal/mol
**Largest force on an atom**: 4.653 eV Å⁻¹